DFT (ωB97M-V/def2-TZVPD) results for C3H4N2O in the gas phase at a distorted geometry.

The molar mass is 84.08 u. The LUMO energy comes out at 0.03427 hartree. As for the total energy: -301.4234 Eh. Its SMILES is Oc1cc[nH]n1. Its total charge is 0.

Last column: Mulliken charge in e.
Cartesian coordinates (Å):
O: 2.240 -0.013 -0.236  -0.5045
C: 0.954 -0.224 0.137  0.6275
N: 0.364 -1.384 0.305  -0.7571
N: -0.948 -1.044 0.242  0.2654
C: -1.166 0.270 0.027  -0.6167
C: 0.062 0.866 0.025  -0.3762
H: 1.958 0.707 -0.838  0.3404
H: -1.642 -1.762 0.333  0.2101
H: -2.150 0.678 -0.134  0.4137
H: 0.330 1.907 0.139  0.3973